Molecular formula: C37H50BBrLuN7OS3
Method: DFT, ωB97M-V with the def2-TZVPD basis set

Geometry (Å):
1 Lu -0.24556 1.44111 1.19678
2 S -1.95534 1.19611 5.25395
3 C -1.44880 1.52964 3.77967
4 S 0.29672 1.88988 3.55770
5 S -2.49300 1.53987 2.35512
6 O 5.83581 3.41513 0.23660
7 C 4.52970 3.14919 0.24503
8 C 3.92579 1.96175 -0.25628
9 C 2.55817 1.84726 -0.09211
10 N 1.75263 2.74604 0.55678
11 C 2.36353 3.83242 0.99740
12 Br 1.22079 5.01198 2.00123
13 C 3.70021 4.13431 0.82915
14 H 6.27360 2.67461 -0.16564
15 H 4.40978 1.18351 -0.78482
16 H 2.00118 0.93300 -0.37676
17 H 4.08597 5.06503 1.16509
18 C -2.92209 -1.66048 -0.93062
19 C -1.97145 -2.19177 -2.00655
20 C -1.19327 -3.33050 -1.38120
21 C -1.18836 -1.10058 -2.73220
22 C -1.80115 -0.51842 -3.83888
23 C -1.10544 0.35164 -4.69481
24 C 0.27376 0.56260 -4.51905
25 C 0.91191 -0.01387 -3.42427
26 C 2.41863 0.21688 -3.27067
27 C 3.19531 -0.74957 -4.13835
28 C 2.81701 1.68441 -3.48436
29 C 0.18733 -0.77135 -2.51294
30 N 0.80443 -1.20199 -1.29262
31 B 0.40634 -0.73789 0.03117
32 N 1.18359 -1.72697 0.85880
33 C 1.96333 -2.53327 0.06221
34 C 1.71697 -2.21630 -1.23059
35 C 1.15776 -1.82422 2.29625
36 C 2.28930 -1.40308 2.99360
37 C 2.25644 -1.46655 4.37426
38 C 1.11502 -1.79493 5.09369
39 C -0.01065 -2.13841 4.38451
40 C 0.02646 -2.26498 3.00483
41 C -1.19588 -2.82277 2.28057
42 C -1.15151 -4.36319 2.18639
43 C -2.55483 -2.42533 2.90331
44 C 3.48150 -0.81438 2.28914
45 C 3.83749 0.61948 2.76734
46 C 4.74818 -1.74539 2.45508
47 H -3.38760 -2.45749 -0.37370
48 H -3.78145 -1.07338 -1.33576
49 H -2.37500 -1.04763 -0.22375
50 H -2.58077 -2.71321 -2.81403
51 H -0.53538 -3.15075 -0.52684
52 H -0.48779 -3.86416 -2.03129
53 H -1.95125 -4.12007 -1.04990
54 H -2.83654 -0.73449 -4.01625
55 H -1.59347 0.85692 -5.49666
56 H 0.81482 1.21391 -5.20633
57 H 2.68514 -0.02293 -2.27422
58 H 2.88456 -0.62030 -5.18905
59 H 3.06494 -1.82452 -3.87853
60 H 4.27001 -0.52232 -3.97255
61 H 2.82230 1.91213 -4.53782
62 H 3.81071 1.88041 -3.10309
63 H 2.15915 2.34516 -2.86833
64 H 2.54596 -3.32645 0.50116
65 H 2.13284 -2.63646 -2.08714
66 H 3.16263 -1.15083 4.88839
67 H 1.15770 -1.75441 6.17255
68 H -0.90669 -2.37186 4.92744
69 H -1.21543 -2.36637 1.27152
70 H -1.19494 -4.74599 3.18893
71 H -0.23243 -4.70282 1.70029
72 H -1.98294 -4.79831 1.66241
73 H -2.79868 -2.92194 3.84593
74 H -3.43380 -2.76493 2.34081
75 H -2.65859 -1.34813 3.04529
76 H 3.21889 -0.69159 1.23774
77 H 4.08452 0.69249 3.84951
78 H 3.01910 1.33308 2.53305
79 H 4.73070 0.96514 2.22088
80 H 5.12837 -1.64725 3.49310
81 H 5.48134 -1.49242 1.70954
82 H 4.44274 -2.79404 2.28979
83 C -5.17608 3.59167 0.07081
84 C -5.60180 2.67149 -1.09966
85 C -5.93603 1.30092 -0.59725
86 C -4.58649 2.63016 -2.26121
87 N -3.23646 2.62963 -1.71674
88 C -2.37713 1.65423 -1.36965
89 N -1.34698 2.24989 -0.80419
90 N -1.59009 3.60257 -0.88004
91 N -2.68928 3.82165 -1.39702
92 H -6.00962 3.81427 0.70772
93 H -4.81530 4.56889 -0.27121
94 H -4.46017 3.11185 0.70565
95 H -6.51567 3.05518 -1.54322
96 H -5.05740 0.74594 -0.33776
97 H -6.48117 0.69945 -1.26055
98 H -6.46815 1.29920 0.34105
99 H -4.64676 3.51189 -2.90343
100 H -4.70655 1.74065 -2.82319
101 H -2.46988 0.59658 -1.47613

Calculated values
E_LUMO (eV): 0.033
Multiplicity: 1
Relative energy (zero: lowest compared OMol25 entry of this formula, charge and spin) (kJ/mol): 33.1
Net charge: 0

=====

Molecular formula: C37H50Cl2NPPtS
Method: DFT, ωB97M-V with the def2-TZVPD basis set

Geometry (Å):
1 P -0.78863 -2.75754 -1.65317
2 C 0.99340 -3.01440 -1.36231
3 C 1.17472 -4.54101 -1.62652
4 C 2.63225 -4.99906 -1.60121
5 C 3.55362 -4.12558 -2.45440
6 C 3.39949 -2.63214 -2.13352
7 C 1.94327 -2.14762 -2.21711
8 C -1.45242 -1.59615 -2.88665
9 C -1.78099 -2.50028 -4.10533
10 C -2.51757 -1.71839 -5.19034
11 C -1.75770 -0.46176 -5.61821
12 C -1.29984 0.40783 -4.43078
13 C -0.60126 -0.38190 -3.30970
14 C -1.88317 -3.18053 -0.24841
15 C -1.16825 -3.38892 1.10111
16 C -2.10000 -4.10854 2.08766
17 C -3.49835 -3.48428 2.22413
18 C -4.09768 -2.94343 0.91581
19 C -3.09321 -2.25225 -0.02101
20 H 1.18385 -2.79415 -0.28893
21 H 0.73800 -4.78223 -2.60740
22 H 0.61233 -5.11975 -0.87815
23 H 2.66511 -6.04073 -1.93854
24 H 2.97547 -4.98210 -0.56263
25 H 4.59551 -4.43584 -2.30309
26 H 3.30949 -4.28826 -3.51079
27 H 3.76640 -2.44654 -1.11681
28 H 4.01691 -2.04140 -2.82381
29 H 1.87614 -1.09327 -1.90190
30 H 1.62673 -2.19728 -3.27005
31 H -2.39920 -1.20049 -2.46443
32 H -3.49805 -1.43449 -4.79709
33 H -2.40294 -3.34914 -3.78670
34 H -0.85026 -2.90981 -4.52267
35 H -2.68600 -2.38340 -6.04443
36 H -2.38882 0.13345 -6.29193
37 H -0.87367 -0.77251 -6.18834
38 H -0.62444 1.19471 -4.79628
39 H -2.17657 0.90961 -4.00098
40 H -0.41443 0.26590 -2.43684
41 H 0.36795 -0.73347 -3.68291
42 H -2.25483 -4.16548 -0.61557
43 H -0.24055 -3.96542 0.98780
44 H -0.87408 -2.40648 1.50266
45 H -2.21493 -5.15251 1.76051
46 H -1.62318 -4.13321 3.07568
47 H -3.44365 -2.66197 2.95032
48 H -4.18189 -4.24189 2.63948
49 H -4.91064 -2.24681 1.15555
50 H -4.54520 -3.78693 0.37065
51 H -3.59089 -2.00454 -0.96663
52 H -2.73779 -1.30428 0.41050
53 Pt 0.58110 1.36155 0.84827
54 Cl -1.62968 1.09730 0.13405
55 Cl 0.87753 -0.62927 2.07071
56 C 1.93911 1.48519 -0.45127
57 H 2.78930 0.78153 -0.37837
58 C 2.04028 2.55097 -1.42328
59 C 0.89710 3.30900 -1.76898
60 C 1.01012 4.40550 -2.61727
61 C 2.25973 4.76798 -3.14539
62 C 3.39713 3.99244 -2.84560
63 C 3.29381 2.88688 -2.01507
64 H -0.06613 3.01803 -1.34092
65 H 0.12250 4.98289 -2.87808
66 H 4.36569 4.26384 -3.27248
67 H 4.16210 2.26865 -1.77344
68 H 2.35068 5.64497 -3.78754
69 N -0.08931 2.43950 2.34819
70 S 0.83410 2.55650 3.71791
71 C 1.27830 4.33755 3.65820
72 C 0.31843 5.34939 3.64815
73 C 0.71182 6.65364 3.31864
74 C 2.05683 6.94917 3.07790
75 C 3.01895 5.93471 3.14766
76 C 2.63079 4.62366 3.42034
77 C -0.30744 2.11189 5.06655
78 C 0.26517 1.44672 6.16614
79 C -0.54046 1.06544 7.24059
80 C -1.91425 1.33838 7.21582
81 C -2.48721 1.94005 6.09323
82 C -1.68845 2.29157 4.99174
83 H -0.92257 3.02871 2.26530
84 H -0.72430 5.11791 3.86520
85 H -0.04659 7.43595 3.23072
86 H 2.35523 7.96757 2.82241
87 H 4.06825 6.16069 2.96257
88 H 3.34738 3.80465 3.41890
89 H 1.32997 1.22330 6.14246
90 H -0.09704 0.55106 8.09288
91 H -2.54102 1.06834 8.06853
92 H -3.56085 2.13244 6.05222
93 H -2.14562 2.68045 4.08608

Calculated values
E_LUMO (alpha / beta) (eV): 0.376 / -1.890
Multiplicity: 5
Net charge: 0

=====

Molecular formula: C37H50GeNO6P2RuS
Method: DFT, ωB97M-V with the def2-TZVPD basis set

Geometry (Å):
1 Ru -1.45564 0.20145 -0.68545
2 C 1.42057 1.83307 -3.67777
3 C 2.48811 1.67727 -2.62013
4 C 3.81004 2.30294 -2.98918
5 O 2.74077 0.23327 -2.43424
6 P 1.99173 -0.60143 -1.33991
7 O 0.78592 0.06932 -0.79498
8 C 1.56052 -2.12411 -2.20600
9 P 0.05873 -2.78351 -1.47057
10 O -1.10745 -1.87838 -1.65194
11 O -0.31023 -4.17594 -2.06386
12 C 0.38661 -5.45511 -2.22015
13 C 0.60295 -6.09499 -0.86716
14 C 1.66239 -5.33630 -3.02980
15 O 0.56168 -2.95697 0.01729
16 C -0.35926 -3.03718 1.15816
17 C -0.52078 -1.64988 1.74510
18 C 0.25140 -3.99415 2.15449
19 O 2.97582 -0.92717 -0.17910
20 C 4.27778 -1.59456 -0.15045
21 C 5.04982 -1.45179 -1.44613
22 C 4.06175 -3.03209 0.27325
23 H 1.19286 2.89169 -3.81540
24 H 0.50195 1.32148 -3.38459
25 H 1.76502 1.42632 -4.63074
26 H 2.12892 2.07625 -1.67101
27 H 4.20268 1.84776 -3.90040
28 H 4.54063 2.17458 -2.18980
29 H 3.67480 3.37072 -3.16341
30 H 2.36955 -2.84759 -2.15805
31 H 1.36792 -1.86533 -3.24931
32 H -0.33526 -6.03433 -2.78846
33 H 1.31936 -5.51734 -0.27819
34 H 1.00313 -7.10027 -1.00249
35 H -0.33418 -6.16960 -0.31454
36 H 2.48729 -4.95498 -2.42450
37 H 1.52386 -4.69947 -3.90417
38 H 1.95062 -6.32769 -3.37884
39 H -1.31433 -3.42183 0.79733
40 H 0.45145 -1.20518 1.96326
41 H -1.11006 -1.70052 2.66205
42 H -1.06291 -0.97640 1.06911
43 H 1.21000 -3.60318 2.50283
44 H 0.41139 -4.97726 1.71415
45 H -0.40887 -4.10303 3.01536
46 H 4.80471 -1.06325 0.63908
47 H 4.55183 -1.96068 -2.27605
48 H 6.03102 -1.90880 -1.31551
49 H 5.18822 -0.40673 -1.72120
50 H 3.53129 -3.59634 -0.49855
51 H 3.47658 -3.07626 1.19178
52 H 5.02540 -3.51315 0.44668
53 S -3.28256 1.16534 -1.72265
54 C -4.22408 -0.18113 -1.08812
55 C -5.54930 -0.44423 -1.41271
56 C -6.13348 -1.58088 -0.88603
57 C -5.39197 -2.41023 -0.05171
58 C -4.09386 -2.04984 0.24303
59 N -3.52039 -0.95033 -0.25077
60 H -6.08916 0.22806 -2.06626
61 H -7.16010 -1.82542 -1.12762
62 H -5.81488 -3.31291 0.36655
63 H -3.49015 -2.64683 0.91615
64 C -1.09219 2.16064 -0.70877
65 Ge -1.09845 2.88403 1.10173
66 C 0.26043 1.95718 2.16615
67 C 1.55544 1.97984 1.64008
68 C 2.61734 1.39524 2.31379
69 C 2.40551 0.77684 3.53991
70 C 1.13070 0.75185 4.08463
71 C 0.06757 1.33683 3.40195
72 C -2.95392 2.76083 1.69940
73 C -3.89901 3.37108 0.86975
74 C -5.25110 3.34375 1.18001
75 C -5.68774 2.69381 2.32744
76 C -4.76653 2.08082 3.16253
77 C -3.41047 2.11930 2.85244
78 C -0.49394 4.72651 0.95963
79 C -0.96735 5.54458 -0.06822
80 C -0.56248 6.86954 -0.16234
81 C 0.32460 7.39065 0.77101
82 C 0.80438 6.58705 1.79620
83 C 0.39795 5.26091 1.89048
84 H -0.56198 2.59157 -1.55533
85 H 1.73681 2.47163 0.68964
86 H 3.61348 1.43120 1.88788
87 H 3.23460 0.33238 4.07676
88 H 0.96142 0.28630 5.04798
89 H -0.90861 1.30815 3.85714
90 H -3.57883 3.87007 -0.03856
91 H -5.96536 3.83115 0.52672
92 H -6.74252 2.67111 2.57206
93 H -5.09958 1.57596 4.06108
94 H -2.72024 1.64189 3.52830
95 H -1.65401 5.14674 -0.80907
96 H -0.93956 7.49606 -0.96151
97 H 0.64242 8.42306 0.69857
98 H 1.49419 6.99303 2.52636
99 H 0.77892 4.64351 2.69648

Calculated values
E_LUMO (alpha / beta) (eV): -1.952 / -3.402
Multiplicity: 5
Relative energy (zero: lowest compared OMol25 entry of this formula, charge and spin) (kJ/mol): 129.4
Net charge: +1

=====

Look up the multiplicity of the third one. 5

=====

Which of these has the lowest multiplicity? C37H50BBrLuN7OS3

=====

net charge of number 3 (C37H50GeNO6P2RuS)? +1